# C27H40Cl24O5SSi

A 9-piece molecular cluster, C27H40Cl24O5SSi overall (the ωB97M-V functional and the def2-TZVPD basis, the OMol25 dataset).

Calculated values
Kohn-Sham gap ... 8.53 eV
Maximum force ... 0.0591 Eh/bohr
HOMO energy ... -9.232 eV
E ... -358134.539 eV
SMILES ... CCCCOC1=C(CCO[Si](C)(C)C)C(=O)C(S)=C(CCCOC)C1=O.ClC(Cl)Cl.ClC(Cl)Cl.ClC(Cl)Cl.ClC(Cl)Cl.ClC(Cl)Cl.ClC(Cl)Cl.ClC(Cl)Cl.ClC(Cl)Cl

Structure (ORCA input):
```
! RIJCOSX wB97M-V def2-TZVPD def2/J DEFGRID3
* xyz 0 1
C 1.577 -6.426 0.968
C 1.750 -5.758 -0.444
C 0.457 -5.765 -1.293
C -0.348 -4.463 -1.247
O 0.104 -3.521 -2.267
C -0.084 -2.266 -1.781
C 0.913 -1.515 -1.372
C 2.321 -2.049 -1.478
C 3.288 -1.502 -0.428
O 4.641 -1.846 -0.790
Si 5.785 -0.849 -0.039
C 6.356 0.599 -1.114
C 5.127 -0.081 1.581
C 7.331 -1.873 0.386
C 0.564 -0.165 -0.833
O 1.295 0.754 -0.908
C -0.807 0.036 -0.202
S -0.956 1.271 1.081
C -1.822 -0.686 -0.637
C -3.271 -0.601 -0.188
C -3.613 -1.379 1.113
C -4.427 -0.532 2.123
O -3.947 0.799 2.240
C -3.653 1.186 3.577
C -1.492 -1.704 -1.725
O -2.320 -1.998 -2.510
H 1.684 -5.652 1.734
H 2.403 -7.131 1.099
H 0.609 -6.924 1.039
H 2.164 -4.759 -0.270
H 2.518 -6.310 -0.997
H -0.193 -6.546 -0.875
H 0.658 -6.004 -2.343
H -0.173 -3.977 -0.275
H -1.432 -4.617 -1.342
H 2.717 -1.728 -2.455
H 2.362 -3.138 -1.511
H 3.225 -0.406 -0.476
H 3.088 -1.896 0.576
H 6.061 1.564 -0.682
H 7.452 0.586 -1.130
H 6.021 0.568 -2.155
H 4.718 0.905 1.325
H 5.950 0.071 2.288
H 4.330 -0.674 2.040
H 8.148 -1.148 0.487
H 7.176 -2.414 1.322
H 7.564 -2.528 -0.461
H -0.874 0.608 2.263
H -3.846 -1.076 -0.994
H -3.606 0.441 -0.166
H -2.739 -1.840 1.606
H -4.283 -2.207 0.846
H -5.453 -0.453 1.718
H -4.528 -1.039 3.092
H -3.246 0.340 4.145
H -4.539 1.622 4.064
H -2.899 1.983 3.537
Cl -1.792 -4.974 1.760
C -2.389 -4.870 3.418
Cl -1.200 -5.513 4.551
Cl -2.798 -3.202 3.817
H -3.289 -5.467 3.493
Cl 9.236 1.659 -3.068
C 8.479 2.449 -4.454
Cl 6.721 2.409 -4.323
Cl 9.050 4.114 -4.605
H 8.765 1.911 -5.349
Cl -6.645 3.430 4.363
C -6.664 2.062 3.244
Cl -8.017 0.983 3.602
Cl -6.730 2.618 1.573
H -5.744 1.507 3.377
Cl -6.308 -3.023 5.876
C -5.424 -1.813 6.810
Cl -3.748 -2.309 7.044
Cl -5.501 -0.244 6.005
H -5.892 -1.726 7.783
Cl -7.784 3.906 -1.476
C -6.535 3.284 -2.557
Cl -5.601 2.015 -1.755
Cl -7.225 2.687 -4.069
H -5.864 4.096 -2.792
Cl 9.409 8.384 -5.357
C 8.026 7.678 -4.516
Cl 8.304 7.648 -2.773
Cl 6.547 8.563 -4.897
H 7.907 6.657 -4.857
Cl -4.476 5.598 -3.843
C -5.331 6.245 -5.247
Cl -7.075 6.034 -5.042
Cl -4.933 7.945 -5.495
H -5.015 5.690 -6.121
Cl -2.043 6.565 -0.137
C -1.174 5.475 0.944
Cl -0.234 6.374 2.138
Cl -2.331 4.392 1.724
H -0.490 4.878 0.352
*
```

---

# C31H41As3N4NiO

C31H41As3N4NiO as an isolated structure (the ωB97M-V functional and the def2-TZVPD basis, the OMol25 dataset).

Calculated values
Kohn-Sham gap (alpha / beta) ... 5.75 / 5.75 eV
Maximum force ... 0.0090 Eh/bohr
HOMO energy (alpha / beta) ... -11.894 / -11.894 eV
E ... -264367.535 eV
ΔE to the lowest compared entry with this formula, charge and spin ... 0.000 eV

Structure (ORCA input):
```
! RIJCOSX wB97M-V def2-TZVPD def2/J DEFGRID3
* xyz 2 1
Ni -0.760 -1.048 0.245
C 9.337 7.999 0.257
O 7.932 8.239 0.284
C 7.105 7.183 0.263
C 7.528 5.856 0.264
C 6.585 4.841 0.249
C 5.225 5.121 0.234
C 4.816 6.459 0.227
C 5.739 7.475 0.241
C 4.214 4.074 0.247
N 2.909 4.271 0.302
C 2.358 3.029 0.309
C 3.321 2.045 0.260
N 4.509 2.732 0.223
C 3.016 0.657 0.313
C 3.936 -0.406 0.343
C 3.477 -1.688 0.487
C 2.101 -1.923 0.558
N 1.208 -0.949 0.476
C 1.653 0.326 0.377
C 0.647 1.332 0.421
N -0.627 0.888 0.549
C -1.587 1.785 0.727
C -1.349 3.160 0.715
C -0.068 3.618 0.535
C 0.973 2.687 0.411
H 9.805 8.976 0.229
H 9.620 7.434 -0.632
H 9.658 7.467 1.154
H 8.579 5.609 0.281
H 6.946 3.818 0.254
H 3.757 6.682 0.209
H 5.436 8.513 0.235
H 5.433 2.341 0.160
H 4.999 -0.212 0.276
H 4.161 -2.523 0.546
H 1.731 -2.916 0.704
H -2.577 1.411 0.913
H -2.177 3.843 0.847
H 0.164 4.676 0.515
C -4.278 -0.886 1.163
As -3.069 -0.906 -0.346
C -3.647 0.694 -1.284
C -3.799 -2.170 -1.639
C -3.558 -3.673 -1.517
C -4.111 -4.316 -2.800
C -2.059 -3.976 -1.513
As -0.913 -3.435 -0.034
C 0.633 -4.463 -0.603
C -1.442 -4.464 1.514
C -4.242 -4.279 -0.273
As -6.143 -4.864 -0.421
C -6.246 -5.445 1.442
C -7.080 -3.161 -0.158
H -5.292 -0.812 0.781
H -4.057 -0.014 1.778
H -4.173 -1.774 1.780
H -4.496 0.416 -1.905
H -2.853 1.092 -1.913
H -3.963 1.455 -0.578
H -3.402 -1.816 -2.595
H -4.869 -1.964 -1.642
H -3.529 -4.009 -3.672
H -5.150 -4.031 -2.968
H -4.078 -5.404 -2.730
H -1.583 -3.530 -2.393
H -1.920 -5.055 -1.592
H 0.256 -5.409 -0.986
H 1.291 -4.669 0.237
H 1.186 -3.949 -1.385
H -1.636 -5.485 1.196
H -2.323 -4.049 1.994
H -0.616 -4.456 2.225
H -4.142 -3.617 0.590
H -3.739 -5.214 -0.016
H -5.670 -6.360 1.578
H -7.286 -5.659 1.685
H -5.877 -4.677 2.124
H -6.979 -2.509 -1.027
H -6.741 -2.648 0.741
H -8.139 -3.389 -0.044
*
```

---

# C25H38N2O3S

C25H38N2O3S as an isolated structure (the ωB97M-V functional and the def2-TZVPD basis, the OMol25 dataset).

Calculated values
Kohn-Sham gap ... 8.24 eV
Maximum force ... 0.0122 Eh/bohr
HOMO energy ... -8.613 eV
E ... -46498.235 eV

Structure (ORCA input):
```
! RIJCOSX wB97M-V def2-TZVPD def2/J DEFGRID3
* xyz 0 1
C -2.645 -0.813 5.570
C -1.951 -0.349 4.317
C -0.566 -0.310 4.212
C 0.032 0.100 3.032
C -0.706 0.505 1.923
C 0.006 0.849 0.633
C 1.064 -0.225 0.285
C 0.643 2.260 0.717
C -2.092 0.537 2.064
O -2.950 0.931 1.053
C -2.810 2.249 0.549
C -2.920 3.362 1.562
C -3.738 3.235 2.732
C -3.883 4.240 3.624
C -3.207 5.463 3.387
N -3.228 6.562 4.145
S -2.291 7.631 3.399
N -1.829 6.804 2.114
C -2.403 5.602 2.212
C -2.266 4.526 1.306
C -2.696 0.079 3.228
H -1.957 -1.322 6.242
H -3.450 -1.503 5.313
H -3.103 0.029 6.090
H 0.036 -0.627 5.054
H 1.114 0.077 2.972
H -0.698 0.827 -0.195
H 2.027 -0.016 0.747
H 0.719 -1.196 0.643
H 1.158 -0.308 -0.795
H 0.214 2.946 -0.011
H 1.713 2.213 0.508
H 0.532 2.684 1.713
H -1.874 2.375 0.006
H -3.612 2.362 -0.182
H -4.267 2.310 2.899
H -4.501 4.137 4.504
H -1.634 4.634 0.434
H -3.778 0.063 3.276
C 2.557 -0.964 -3.613
C 1.386 -0.305 -4.320
O 1.027 0.957 -3.779
C 2.030 1.955 -3.838
C 2.456 2.317 -5.251
H 2.392 -0.975 -2.535
H 2.674 -1.993 -3.951
H 3.497 -0.441 -3.802
H 0.493 -0.920 -4.205
H 1.580 -0.224 -5.395
H 2.901 1.662 -3.240
H 1.589 2.826 -3.352
H 3.009 1.509 -5.732
H 3.104 3.194 -5.231
H 1.583 2.542 -5.865
C 3.200 -6.718 -2.706
C 3.199 -5.326 -2.094
O 2.073 -4.545 -2.447
C 0.818 -5.049 -2.028
C 0.672 -5.155 -0.519
H 3.032 -6.659 -3.783
H 4.160 -7.203 -2.528
H 2.424 -7.354 -2.278
H 4.058 -4.764 -2.461
H 3.300 -5.388 -1.005
H 0.612 -6.015 -2.502
H 0.086 -4.341 -2.418
H 1.304 -5.940 -0.099
H -0.361 -5.391 -0.260
H 0.943 -4.211 -0.044
*
```

---

# C4H24ClO8

A 9-piece molecular cluster, C4H24ClO8 overall (the ωB97M-V functional and the def2-TZVPD basis, the OMol25 dataset).

Calculated values
Kohn-Sham gap ... 10.27 eV
Maximum force ... 0.0482 Eh/bohr
HOMO energy ... -7.130 eV
E ... -33443.000 eV
ΔE to the lowest compared entry with this formula, charge and spin ... 0.440 eV

Structure (ORCA input):
```
! RIJCOSX wB97M-V def2-TZVPD def2/J DEFGRID3
* xyz -1 1
Cl 1.026 -0.375 0.435
O 2.735 -0.304 3.188
H 1.981 -0.445 2.615
H 3.347 0.207 2.658
O 2.037 -1.703 -2.344
H 1.405 -1.332 -2.960
H 1.752 -1.385 -1.487
O 4.745 -0.240 1.343
H 3.990 -0.566 0.853
H 5.379 -0.956 1.312
O -0.664 -2.511 2.063
H 0.007 -2.843 2.658
H -0.246 -1.775 1.615
O 2.510 -3.250 0.300
H 1.901 -2.523 0.430
H 2.787 -3.492 1.184
O 2.104 2.772 -0.038
H 1.676 2.081 0.467
H 2.545 2.310 -0.751
C -2.705 0.297 -2.998
C -1.528 1.221 -2.763
O -0.384 0.467 -2.496
H -3.548 0.873 -2.616
H -2.687 -0.576 -2.346
H -2.970 0.007 -4.015
H -1.707 1.757 -1.831
H -1.408 1.933 -3.579
H -0.162 0.317 -1.574
C -3.138 1.456 0.477
C -2.751 0.775 1.738
O -1.402 1.143 2.239
H -2.539 2.364 0.402
H -4.166 1.805 0.573
H -3.024 0.893 -0.449
H -2.757 -0.294 1.526
H -3.379 1.036 2.590
H -0.762 0.857 1.583
*
```

---

# C4H11Cl2NSi

One molecule with the formula C4H11Cl2NSi (the ωB97M-V functional and the def2-TZVPD basis, the OMol25 dataset).

Calculated values
Kohn-Sham gap ... 9.29 eV
Maximum force ... 0.0631 Eh/bohr
HOMO energy ... -8.542 eV
E ... -38737.878 eV
ΔE to the lowest compared entry with this formula, charge and spin ... 4.192 eV
SMILES ... CN(C)[SiH2]CC(Cl)Cl

Structure (ORCA input):
```
! RIJCOSX wB97M-V def2-TZVPD def2/J DEFGRID3
* xyz 0 1
C 0.844 -1.821 -0.601
N -0.020 -0.651 -0.630
C -0.014 0.238 -1.739
Si -0.896 -0.234 0.840
C 0.129 1.347 1.712
C -0.654 2.113 2.796
Cl -0.976 1.042 4.209
Cl 0.122 3.534 3.451
H 0.695 -2.135 -1.685
H 1.908 -1.721 -0.432
H 0.439 -2.565 0.152
H -0.967 0.792 -1.659
H 0.808 0.905 -1.447
H 0.147 -0.149 -2.783
H -1.159 -1.515 1.542
H -2.010 0.584 0.683
H 1.148 1.026 2.010
H 0.279 2.122 0.812
H -1.611 2.413 2.252
*
```

---

# C6H4N2

One molecule with the formula C6H4N2 (the ωB97M-V functional and the def2-TZVPD basis, the OMol25 dataset).

Calculated values
Kohn-Sham gap ... 6.53 eV
Maximum force ... 0.1131 Eh/bohr
HOMO energy ... -8.519 eV
E ... -9261.697 eV
ΔE to the lowest compared entry with this formula, charge and spin ... 4.316 eV
SMILES ... C1=NC=C2C=NC=C12

Structure (ORCA input):
```
! RIJCOSX wB97M-V def2-TZVPD def2/J DEFGRID3
* xyz 0 1
C 0.844 1.262 0.996
N 1.917 0.848 0.300
C 1.632 -0.315 -0.435
C 0.257 -0.604 -0.176
C -0.780 -1.547 -0.666
N -1.870 -0.706 -0.571
C -1.705 0.507 0.076
C -0.315 0.522 0.540
H 0.882 2.201 1.623
H 2.426 -0.615 -1.032
H -0.639 -2.800 -0.698
H -2.589 1.272 0.004
*
```

---

Among the records above, which one has the highest maximum force?
C6H4N2

---

What is the maximum force in the first record?
0.0591 Eh/bohr

---

Which value of maximum force does entry 4 give?
0.0482 Eh/bohr

---

Which formula does entry 4 have?
C4H24ClO8